(1)
{
  "formula": "C6H5IrN2O6",
  "method": "ωB97M-V/def2-TZVPD",
  "multiplicity": 5,
  "total_charge": 2,
  "total_energy_ha": -896.0156,
  "mol_weight_g_mol": 393.3,
  "max_force_ev_per_a": 7.45,
  "species": ["Ir", "O", "O", "O", "O", "O", "O", "N", "N", "C", "C", "C", "C", "C", "C", "H", "H", "H", "H", "H"],
  "coordinates": [[0.003024, 0.048425, -1.695480], [-0.090617, -0.903523, -4.705780], [-0.026456, 3.158375, -1.008634], [0.022537, -3.071851, -1.038388], [-3.097167, -0.019201, -1.187575], [0.021826, 0.096300, 1.033461], [3.117050, 0.021646, -1.192306], [-0.003340, 1.165577, 3.054017], [-0.002830, -1.127433, 2.972501], [0.006729, 0.052382, 2.291030], [-0.067006, -0.712806, -3.552802], [-0.016349, 2.025663, -1.202112], [-1.961110, 0.002471, -1.380928], [0.016894, -1.947746, -1.219903], [1.970800, 0.018489, -1.378603], [-0.007694, 1.116641, 4.059069], [0.104963, 1.128991, -2.872792], [0.007233, 2.066323, 2.591148], [0.008642, -1.983225, 2.451178], [-0.007129, -1.135500, 3.982899]],
  "forces_ev_per_angstrom": [[0.27, 0.20, 1.84], [0.26, 1.41, 3.86], [0.16, -2.64, -1.01], [-0.14, 1.81, -0.40], [2.85, 0.14, -0.98], [-0.02, -0.21, 3.51], [-3.70, 0.13, -1.21], [0.00, -0.30, 0.63], [0.00, 0.92, 0.94], [0.03, 0.15, -5.01], [-0.57, -2.47, -7.01], [-0.36, 5.58, 1.89], [-4.99, -0.14, 1.48], [0.30, -4.79, 1.07], [5.71, -0.18, 1.79], [0.00, 0.32, 0.58], [0.21, 0.93, -2.00], [0.00, 0.32, -0.08], [0.00, -0.77, -0.34], [0.00, -0.44, 0.43]]
}


(2)
{
  "formula": "C6H5IrN6O2S3Sb2Se4",
  "method": "ωB97M-V/def2-TZVPD",
  "e_above_lowest_kj_mol": 0.00,
  "total_charge": 0,
  "total_energy_ha": -12095.8136,
  "mol_weight_g_mol": 1040.9,
  "max_force_ev_per_a": 0.92,
  "species": ["Ir", "Sb", "Sb", "Se", "Se", "Se", "Se", "S", "S", "S", "O", "O", "N", "N", "N", "N", "N", "N", "C", "C", "C", "C", "C", "C", "H", "H", "H", "H", "H"],
  "coordinates": [[-0.449126, -0.050163, 0.342261], [1.812250, -1.191403, 3.055078], [0.589665, -3.364586, 0.164930], [1.452981, 0.240921, 4.890914], [1.923991, 0.279817, 0.783308], [2.231649, 2.415947, 1.384925], [3.003284, -3.229219, 3.072739], [2.802296, -2.725181, -0.608712], [-0.643377, -1.813666, -1.186719], [-0.318000, -1.755463, 1.899948], [2.171899, -0.624048, -2.091524], [2.624446, -2.447106, -3.155622], [-1.593378, 3.647478, 1.754497], [-0.905594, 1.520988, 1.635218], [-1.400657, 3.113333, 2.977853], [2.477111, -1.780898, -2.165579], [-0.885744, 1.477057, -1.033398], [-1.698660, 3.605096, -2.611250], [-1.294588, 2.635078, -0.489130], [-1.692835, 3.694241, -1.287235], [-1.280600, 2.653742, 0.969658], [-0.855845, 1.392137, -2.361870], [-1.281059, 2.458909, -3.138609], [-0.988555, 1.847840, 2.908390], [-2.009103, 4.624746, -0.833722], [-1.283573, 2.380750, -4.217832], [-0.728644, 1.225310, 3.752025], [-1.539643, 3.673475, 3.802247], [-0.486890, 0.469765, -2.790387]],
  "forces_ev_per_angstrom": [[-0.17, -0.84, 0.34], [0.10, 0.45, 0.06], [-0.60, -0.11, 0.14], [-0.01, 0.01, 0.15], [-0.19, 0.60, -0.13], [0.10, -0.05, 0.07], [0.03, -0.28, -0.32], [0.40, 0.43, 0.09], [0.22, 0.11, -0.13], [-0.09, -0.18, 0.05], [0.04, 0.16, -0.23], [-0.02, 0.25, -0.31], [0.02, -0.02, 0.08], [-0.10, 0.18, -0.30], [0.02, 0.03, -0.04], [-0.08, -0.75, 0.39], [0.20, 0.06, 0.04], [0.01, -0.04, 0.04], [0.02, 0.03, 0.11], [0.02, 0.03, -0.06], [0.00, 0.03, -0.08], [0.05, -0.07, -0.05], [0.00, 0.08, 0.01], [-0.01, -0.10, 0.03], [-0.02, 0.00, 0.00], [0.04, -0.01, 0.00], [0.04, 0.02, 0.00], [0.02, 0.00, 0.00], [-0.02, -0.02, 0.02]]
}


(3)
{
  "formula": "C6H5N",
  "method": "ωB97M-V/def2-TZVPD",
  "multiplicity": 3,
  "e_above_lowest_kj_mol": 285.42,
  "total_charge": 0,
  "total_energy_ha": -286.0574,
  "mol_weight_g_mol": 91.1,
  "max_force_ev_per_a": 6.32,
  "species": ["N", "C", "C", "C", "C", "C", "C", "H", "H", "H", "H", "H"],
  "coordinates": [[2.199178, -0.066515, 0.000735], [0.140078, -1.249651, 0.009533], [0.263066, 1.331976, 0.156406], [-0.578387, -0.042952, 0.500436], [1.627890, -1.223101, -0.273760], [1.507893, 1.017971, 0.190038], [-1.104455, 1.104965, -0.373866], [-2.017425, 1.576415, 0.061372], [0.041368, -2.215126, 0.660098], [-1.106138, 0.912404, -1.498536], [-0.799659, 0.141838, 1.541510], [-0.173414, -1.288219, -0.973963]],
  "forces_ev_per_angstrom": [[1.65, -5.68, -0.41], [0.32, -2.64, 1.18], [-0.99, -1.55, 0.45], [0.49, 2.20, 0.67], [1.20, 5.73, 2.40], [-1.00, 2.98, -1.57], [0.08, -0.84, -0.20], [1.04, 0.02, -0.62], [-0.68, 1.70, -1.46], [-0.21, 0.40, 1.60], [-0.36, -0.78, 0.14], [-1.55, -1.54, -2.20]]
}


(4)
{
  "formula": "C6H5N2",
  "method": "ωB97M-V/def2-TZVPD",
  "e_above_lowest_kj_mol": 639.58,
  "total_charge": 1,
  "total_energy_ha": -340.5857,
  "mol_weight_g_mol": 105.1,
  "max_force_ev_per_a": 5.75,
  "species": ["N", "N", "C", "C", "C", "C", "C", "C", "H", "H", "H", "H", "H"],
  "coordinates": [[-2.372138, 0.605244, -1.354206], [1.349025, 1.291937, 0.542962], [-0.364556, -0.536969, 0.547567], [-0.748521, 0.461460, -0.451193], [-0.168509, 1.082573, 0.728664], [-1.171521, 0.613184, -1.845894], [1.118402, -1.115728, 0.444577], [1.678276, 0.143625, 0.612012], [-0.499178, 1.409013, 1.697226], [-0.673008, 0.464420, -2.750031], [-1.200461, -0.984379, 1.048824], [1.564190, -1.659791, -0.415554], [1.487998, -1.774588, 1.195045]],
  "forces_ev_per_angstrom": [[5.74, 0.12, 0.25], [1.67, -0.80, 0.24], [0.59, 1.03, -1.43], [-2.23, 0.41, -0.46], [-0.70, -2.13, -0.23], [-3.22, -0.55, 2.89], [0.12, -2.84, -0.57], [-0.84, 4.24, -0.35], [-0.33, 0.83, -0.24], [0.38, 0.26, -1.69], [0.32, -0.65, 0.61], [-1.01, 0.65, -0.35], [-0.49, -0.58, 1.33]]
}


- Number 1 is which compound?
  C6H5IrN2O6